4 unconnected molecules or ions with the total composition C49H90F2N2O at a distorted geometry, computed with the ωB97M-V functional and the def2-TZVPD basis.

Its total energy is -2305.431013 Ha. For the strongest force on any atom, the calculation gives 3.98 eV/A. As for the LUMO energy: -0.0231 Ha. The value obtained for the HOMO-LUMO gap is 0.3019 Eh.

```
! RIJCOSX wB97M-V def2-TZVPD def2/J DEFGRID3
* xyz 0 1
C -5.20 -4.63 2.11
C -4.52 -5.10 0.75
C -4.15 -3.79 -0.05
C -3.01 -3.97 -1.13
C -3.54 -4.07 -2.62
C -3.43 -2.71 -3.43
C -4.07 -1.46 -2.71
C -3.17 -0.14 -2.79
C -2.96 0.59 -1.41
C -2.32 -0.31 -0.28
C -2.46 0.49 1.09
C -2.24 -0.47 2.34
C -0.78 -1.10 2.30
C 0.35 -0.17 2.04
N 1.63 -0.59 1.96
C 1.78 -1.96 2.13
C 3.18 -2.53 2.03
C 4.34 -1.54 1.71
C 4.59 -1.24 0.18
C 3.37 -1.49 -0.79
C 3.22 -2.99 -1.28
C 1.70 -3.38 -1.51
C 1.33 -3.79 -2.99
C 2.06 -2.97 -4.13
C 1.86 -1.40 -4.09
C 0.55 -0.91 -3.37
C 3.44 -3.94 2.24
C 4.83 -4.64 2.21
C 5.73 -4.31 0.98
O 5.58 -4.96 -0.01
F 6.72 -3.35 0.97
C 2.27 -4.84 2.53
F 2.44 -6.19 2.74
C 0.91 -4.27 2.62
C 0.62 -2.82 2.41
N -0.71 -2.43 2.51
H -5.56 -5.50 2.72
H -4.45 -4.00 2.66
H -6.05 -3.93 1.85
H -5.34 -5.64 0.18
H -3.63 -5.75 0.92
H -3.85 -2.98 0.67
H -5.08 -3.44 -0.58
H -2.25 -3.15 -1.09
H -2.49 -4.94 -0.90
H -2.86 -4.80 -3.15
H -4.57 -4.51 -2.67
H -2.36 -2.54 -3.76
H -4.00 -2.87 -4.39
H -5.03 -1.22 -3.25
H -4.33 -1.62 -1.64
H -2.20 -0.43 -3.27
H -3.66 0.60 -3.48
H -3.95 1.04 -1.12
H -2.23 1.43 -1.59
H -1.24 -0.52 -0.49
H -2.87 -1.27 -0.16
H -3.50 0.90 1.20
H -1.77 1.37 1.10
H -2.26 0.19 3.25
H -3.00 -1.29 2.39
H 0.17 0.92 1.90
H 5.28 -1.96 2.18
H 4.13 -0.57 2.25
H 4.82 -0.13 0.11
H 5.49 -1.75 -0.26
H 2.39 -1.14 -0.40
H 3.58 -0.88 -1.72
H 3.88 -3.20 -2.15
H 3.59 -3.64 -0.44
H 1.49 -4.29 -0.87
H 1.01 -2.59 -1.11
H 1.55 -4.88 -3.14
H 0.21 -3.68 -3.10
H 3.14 -3.28 -4.15
H 1.63 -3.34 -5.10
H 1.76 -1.07 -5.17
H 2.79 -0.92 -3.71
H 0.27 0.12 -3.76
H 0.71 -0.76 -2.26
H -0.29 -1.61 -3.59
H 5.38 -4.33 3.14
H 4.71 -5.76 2.25
H 0.05 -4.95 2.83
C 4.32 -5.73 8.21
C 3.14 -4.89 8.70
C 1.86 -5.13 7.90
C 1.93 -4.76 6.42
C 2.32 -3.30 6.14
C 1.31 -2.30 6.68
H 4.59 -5.47 7.18
H 5.19 -5.55 8.84
H 4.08 -6.79 8.25
H 3.41 -3.83 8.69
H 2.95 -5.15 9.75
H 1.04 -4.57 8.38
H 1.58 -6.19 7.98
H 0.96 -4.96 5.95
H 2.65 -5.41 5.92
H 2.40 -3.18 5.06
H 3.31 -3.08 6.55
H 0.32 -2.48 6.26
H 1.61 -1.28 6.43
H 1.23 -2.35 7.77
C -5.02 7.44 -0.63
C -4.84 5.93 -0.73
C -3.38 5.49 -0.65
C -2.47 6.00 -1.77
C -2.92 5.63 -3.19
C -2.94 4.13 -3.44
H -4.54 7.96 -1.46
H -6.08 7.70 -0.66
H -4.60 7.83 0.30
H -5.30 5.57 -1.65
H -5.39 5.46 0.09
H -3.34 4.39 -0.62
H -2.96 5.82 0.31
H -1.46 5.62 -1.61
H -2.39 7.09 -1.71
H -2.23 6.09 -3.90
H -3.91 6.05 -3.40
H -1.95 3.69 -3.27
H -3.22 3.92 -4.47
H -3.66 3.62 -2.79
C 3.98 8.31 -4.53
C 3.03 9.42 -4.10
C 2.21 9.08 -2.86
C 1.27 7.88 -3.01
C 0.24 7.99 -4.14
C -0.73 9.15 -3.96
H 3.44 7.40 -4.81
H 4.57 8.62 -5.39
H 4.67 8.06 -3.72
H 2.37 9.68 -4.94
H 3.62 10.32 -3.89
H 1.63 9.96 -2.56
H 2.89 8.87 -2.03
H 0.74 7.74 -2.06
H 1.86 6.97 -3.16
H -0.33 7.06 -4.18
H 0.75 8.08 -5.11
H -1.27 9.06 -3.02
H -1.46 9.16 -4.77
H -0.21 10.11 -3.97
*
```

These are the Löwdin partial charges, in e, on atoms 1 to 2: -0.1284 -0.2460